{
  "formula": "C6H16N2O2",
  "method": "ωB97M-V with the def2-TZVPD basis set",
  "species": ["C", "C", "C", "C", "O", "H", "H", "H", "H", "H", "H", "H", "H", "H", "H", "C", "N", "C", "N", "O", "H", "H", "H", "H", "H", "H"],
  "coordinates": [[1.423, 0.112, 0.878], [0.453, -1.157, 0.802], [2.511, -0.114, 1.924], [-0.799, -0.985, 1.652], [1.998, 0.458, -0.352], [1.704, -0.170, -1.090], [0.801, 0.962, 1.200], [0.174, -1.408, -0.222], [1.033, -2.006, 1.168], [2.071, -0.381, 2.882], [3.096, 0.797, 2.043], [3.177, -0.912, 1.600], [-0.535, -0.755, 2.686], [-1.381, -1.904, 1.659], [-1.426, -0.180, 1.275], [-2.024, -0.406, -2.215], [-0.520, 1.334, -1.442], [-0.630, 0.120, -2.029], [-1.623, 2.009, -0.899], [0.388, -0.465, -2.396], [0.438, 1.609, -1.186], [-1.684, 2.939, -1.285], [-1.540, 2.071, 0.125], [-2.475, -0.614, -1.246], [-1.998, -1.304, -2.827], [-2.631, 0.352, -2.706]],
  "energy_ev": -13556.3604,
  "lumo_energy_ev": 0.8,
  "molar_mass_g_mol": 148.206,
  "de_lowest_ev": 1.791,
  "gap_ha": 0.38541,
  "total_charge": 0,
  "homo_energy_ev": -9.664
}